The following is a DFT calculation (ωB97M-V/def2-TZVPD) of a structure of composition C14H22GeIN4O3PdS3 in a non-equilibrium geometry.

Cartesian coordinates (Å):
Pd1 0.95743 0.59705 0.43005
N1 1.12673 2.29025 4.72129
C1 1.05208 1.55949 3.60029
N2 0.60752 0.31382 3.69033
S1 1.54956 2.26924 2.13075
H1 0.86943 1.92460 5.62138
H2 1.43571 3.24345 4.65981
H3 0.38488 -0.10343 4.57772
H4 0.61177 -0.27530 2.87360
N3 3.98305 -2.39615 0.78164
C2 3.64121 -1.10768 0.91835
O1 2.71907 -0.73938 1.63683
C3 4.50870 -0.10701 0.18287
I1 3.34238 1.13642 -1.10965
H5 3.34734 -3.09147 1.14401
H6 4.68854 -2.68635 0.12961
H7 5.27137 -0.56341 -0.43817
H8 4.95399 0.57452 0.89853
C4 -2.94430 2.56725 -1.61985
Ge1 -1.07220 2.15225 -1.25633
C5 -0.56369 0.76934 -2.53753
C6 0.09462 3.70400 -1.33334
C7 -1.00204 1.62975 0.67818
H9 -3.11383 2.54545 -2.69871
H10 -3.21310 3.55605 -1.24381
H11 -3.58757 1.82455 -1.14558
H12 -1.42973 0.15513 -2.79125
H13 0.24237 0.12071 -2.20534
H14 -0.23191 1.28112 -3.44410
H15 0.00624 4.19729 -2.30407
H16 1.13314 3.41421 -1.18019
H17 -0.18316 4.41913 -0.55745
H18 -1.01946 2.53125 1.28399
O2 0.91183 -3.47201 0.70215
S2 0.33741 -2.35800 0.02187
O3 1.20359 -1.59543 -0.84499
N4 -0.34925 -1.23819 1.07795
C8 -1.51746 -0.95995 0.66215
S3 -2.23222 0.50116 1.29366
C9 -2.08938 -1.81567 -0.40463
C10 -3.33621 -1.76706 -0.98624
C11 -3.62466 -2.68312 -1.99740
C12 -2.67594 -3.60516 -2.41649
C13 -1.40368 -3.63281 -1.84846
C14 -1.15347 -2.73009 -0.84247
H19 -4.06352 -1.03346 -0.65823
H20 -4.59940 -2.67345 -2.46732
H21 -2.92496 -4.30945 -3.20075
H22 -0.64880 -4.33344 -2.18466

Atomic forces in eV per Å
-1.342 2.702 1.975
0.016 -0.016 -0.203
-0.011 -0.097 0.150
0.020 0.149 0.101
-0.136 -0.309 -0.569
0.028 -0.030 0.019
0.003 0.042 0.019
-0.036 0.007 0.047
0.040 -0.113 -0.190
-0.102 0.054 -0.056
0.161 -0.003 0.000
-0.061 -0.196 -0.109
-0.034 0.047 -0.110
0.409 -0.126 -0.184
0.011 -0.016 0.060
0.025 -0.010 -0.032
0.037 -0.008 0.015
0.052 0.007 0.071
-0.014 0.189 -0.036
-0.214 0.011 0.195
0.045 -0.070 0.008
-0.050 0.118 -0.140
1.347 -1.024 -1.004
-0.033 0.020 0.072
-0.033 -0.073 -0.016
-0.002 0.023 -0.048
0.026 -0.003 0.013
0.056 -0.053 -0.047
-0.039 -0.036 0.005
0.033 -0.015 0.073
0.032 0.035 0.013
0.034 -0.005 -0.028
0.124 -0.131 0.244
-0.195 -0.053 0.283
0.552 -0.972 -0.400
-0.116 -0.127 -0.129
1.357 -0.677 -0.185
-1.279 0.287 -0.332
-0.527 0.201 0.130
-0.144 0.201 0.253
-0.357 0.056 -0.102
-0.063 0.153 0.110
0.050 -0.075 -0.046
0.128 -0.092 -0.038
0.226 -0.012 0.110
-0.014 -0.058 -0.052
0.017 0.007 0.034
0.026 0.045 0.034
-0.055 0.047 0.021

2S+1	1
E_tot	-4688.2731	a.u.
gap between HOMO and LUMO (alpha / beta)	6.8 / 6.8	eV
total charge	+1

=====

The following is a DFT calculation (ωB97M-V/def2-TZVPD) of a cluster of 8 separate species, C14H42ClO11 in total in a non-equilibrium geometry.

Cartesian coordinates (Å):
Cl1 24.47706 -6.95214 -25.76551
O1 24.87767 -5.59086 -25.91508
O2 25.09336 -7.69463 -26.80897
O3 24.95714 -7.54176 -24.61438
O4 23.04581 -7.02072 -25.89253
C1 22.28895 -1.68728 -29.01367
C2 21.96623 -0.17644 -28.94289
O5 21.06007 0.08624 -30.00226
H1 21.39770 -2.29551 -28.85932
H2 22.98343 -2.02427 -28.24411
H3 22.71774 -1.96585 -29.97629
H4 22.85430 0.45395 -28.89785
H5 21.43662 0.07841 -28.02492
H6 21.54997 -0.07788 -30.81137
C3 21.04348 -11.66659 -25.04581
C4 21.10191 -11.47447 -23.56929
O6 20.82200 -12.75754 -23.00718
H7 21.37272 -10.74425 -25.52434
H8 20.04395 -11.95684 -25.36951
H9 21.66168 -12.49328 -25.39584
H10 20.41599 -10.73232 -23.16086
H11 22.08443 -11.14642 -23.22995
H12 20.81580 -12.71603 -22.04810
C5 29.79787 -6.95856 -23.36031
C6 29.86507 -6.04460 -24.61785
O7 30.44917 -6.76234 -25.65664
H13 28.97961 -7.66591 -23.49530
H14 29.53089 -6.35004 -22.49630
H15 30.75522 -7.45310 -23.19602
H16 30.52754 -5.19499 -24.45239
H17 28.93160 -5.59392 -24.95492
H18 31.35917 -6.94583 -25.41206
C7 21.51181 -6.35773 -21.32447
C8 21.91607 -4.91964 -21.65882
O8 21.12919 -4.02170 -20.88048
H19 20.45083 -6.57888 -21.44069
H20 21.81201 -6.61634 -20.30904
H21 22.02162 -7.05673 -21.98749
H22 21.71291 -4.65642 -22.69687
H23 22.95736 -4.63666 -21.50474
H24 20.32896 -3.80929 -21.36640
C9 30.26020 -11.07999 -25.93679
C10 28.97902 -10.77321 -26.71137
O9 29.15839 -9.66376 -27.54727
H25 29.99055 -11.82419 -25.18741
H26 30.69624 -10.21019 -25.44545
H27 31.04508 -11.54704 -26.53171
H28 28.20405 -10.52778 -25.98522
H29 28.81074 -11.71390 -27.23565
H30 29.52852 -9.06821 -26.89159
C11 27.38382 -3.26554 -29.69930
C12 28.47922 -4.29253 -29.28284
O10 27.94097 -5.60866 -29.32861
H31 27.09896 -3.49741 -30.72555
H32 27.87633 -2.29322 -29.68713
H33 26.48887 -3.27490 -29.07715
H34 28.82970 -4.17738 -28.25717
H35 29.33801 -4.18198 -29.94493
H36 27.23058 -5.45174 -28.70227
C13 27.02291 -3.11556 -21.58918
C14 26.98088 -2.29719 -20.30750
O11 27.40408 -0.97323 -20.54117
H37 26.18253 -2.88787 -22.24495
H38 26.93863 -4.17190 -21.33401
H39 27.96306 -2.94692 -22.11432
H40 27.61843 -2.72587 -19.53430
H41 25.95636 -2.30930 -19.93558
H42 27.37132 -0.42925 -19.75085

Atomic forces in eV per Å
-0.521 0.299 -3.918
0.305 1.526 0.673
0.232 -0.761 -2.052
0.586 -0.846 4.763
-0.575 -0.130 0.604
0.231 0.283 0.731
-0.413 -1.508 0.426
0.211 0.832 -0.132
-0.170 0.238 -0.156
0.195 0.183 0.044
0.039 0.147 -0.102
0.201 0.058 -0.620
-0.169 -0.241 0.028
-0.117 -0.013 -0.209
-0.128 0.304 -0.628
0.375 -0.577 0.864
-0.229 -0.397 0.263
-0.153 -0.078 -0.288
-0.195 0.374 0.049
0.384 0.131 0.326
-0.376 0.113 -0.380
0.298 0.016 -0.238
0.049 0.146 0.019
-1.019 1.241 -0.641
0.807 0.105 1.291
0.064 -0.842 -1.527
0.247 -0.270 -0.009
0.147 -0.045 0.205
-0.066 -0.020 -0.004
-0.007 0.348 0.568
-0.241 -0.605 0.106
0.010 -0.032 -0.040
1.005 -0.201 -0.320
-1.128 0.139 -0.417
-0.077 0.594 0.643
-0.093 0.482 0.006
-0.095 0.105 0.096
0.176 -0.008 -0.089
0.160 -0.495 -0.298
0.046 -0.546 0.315
0.050 -0.089 0.015
-0.012 -0.484 0.361
1.049 -0.507 0.777
0.177 -0.264 -0.206
0.141 0.035 0.349
-0.134 0.122 0.133
-0.065 0.172 -0.343
-0.401 -0.450 -0.061
-0.782 0.409 -0.491
0.040 1.086 -0.515
1.363 -0.413 -0.029
-0.830 0.204 -0.035
0.176 0.606 -0.235
-0.080 0.042 -0.006
-0.366 0.314 0.036
0.177 -0.027 0.171
0.140 0.685 0.094
-0.046 -0.296 -0.119
-0.588 -1.180 0.174
0.060 0.149 0.292
-0.259 -0.283 0.231
0.231 0.646 -0.755
0.137 0.168 -0.040
0.072 -0.045 -0.031
-0.034 -0.051 -0.052
0.097 -0.332 0.029
-0.173 0.011 0.181
-0.137 -0.280 0.123

2S+1	1
E_tot	-1846.1222	a.u.
gap between HOMO and LUMO	8.1	eV
total charge	-1

=====

The following is a DFT calculation (ωB97M-V/def2-TZVPD) of the molecule C4H9NO2.

Cartesian coordinates (Å):
H1 3.30734 1.32997 0.24547
N1 3.37211 0.36852 -0.07894
C1 2.23712 -0.18532 -0.00466
O1 2.05385 -1.46480 -0.38887
O2 1.13586 0.42792 0.44191
C2 -0.13473 -0.22931 0.48560
C3 -1.14992 0.66915 -0.19526
C4 -2.56094 0.10145 -0.10402
H2 2.91844 -1.75524 -0.72027
H3 -0.39054 -0.39157 1.54172
H4 -0.06116 -1.19795 -0.00793
H5 -0.85574 0.79741 -1.24383
H6 -1.10405 1.66042 0.26950
H7 -2.86909 -0.01575 0.94135
H8 -3.27380 0.76797 -0.59931
H9 -2.62478 -0.88287 -0.58245

Atomic forces in eV per Å
0.059 -0.091 -0.034
-0.211 -0.075 0.019
0.211 0.198 -0.003
0.141 0.050 -0.040
0.232 -0.002 0.050
-0.197 -0.166 -0.031
0.048 0.038 -0.014
-0.053 -0.029 0.011
-0.157 0.061 0.096
0.054 0.055 -0.194
-0.132 0.058 0.055
-0.033 -0.021 0.133
-0.023 -0.113 -0.047
0.002 0.032 -0.155
0.065 -0.147 0.101
-0.007 0.152 0.054

2S+1	1
E_tot	-363.0457	a.u.
gap between HOMO and LUMO	10.6	eV
SMILES	[H]/N=C(/O)OCCC

=====

> 2S+1 of number 3 (C4H9NO2)?

1